1.
The following is a DFT calculation (wB97M-V/def2-TZVPD) of an isolated ion of composition C2H2NO5P and charge -2.

As for the net charge: -2. The energy above the lowest of the compared OMol25 structures with the same formula, charge and spin comes out at 394.9 kJ/mol. As for the structure (SMILES): C=C([N+](=O)[O-])P(=O)([O-])[O-]. The value obtained for the HOMO energy is 0.0053 Ha. The LUMO energy comes out at 0.2486 Eh. For the orbital gap, the calculation gives 6.620 eV.

```
11
C2H2NO5P (wB97M-V/def2-TZVPD)
C 0.051 -0.084 -0.559
C 1.183 -0.618 -0.251
N 1.413 -1.962 0.130
O 2.136 1.770 -1.131
O 2.220 1.147 1.443
O 1.885 -2.292 1.243
O 1.355 -2.765 -0.812
O 3.902 0.297 -0.209
P 2.580 0.882 0.010
H 0.060 0.980 -0.651
H -0.906 -0.766 -0.702
```



2.
The following is a DFT calculation (wB97M-V/def2-TZVPD) of a 2-piece molecular cluster, C2H2NOP overall.

The energy above the lowest of the compared OMol25 structures with the same formula, charge and spin comes out at 894.2 kJ/mol. The value obtained for the HOMO energy (alpha / beta) is -0.3265 / -0.3252 Ha. The LUMO energy (alpha / beta) comes out at -0.0013 / 0.0015 Eh. For the orbital gap (alpha / beta), the calculation gives 8.850 / 8.889 eV.

```
7
C2H2NOP (wB97M-V/def2-TZVPD)
C 1.395 1.026 2.075
C -1.033 -0.487 -2.150
N -0.208 -1.009 -0.047
O -0.700 -0.815 -1.082
P -0.061 1.433 1.740
H 2.311 0.556 2.296
H -1.703 -0.704 -2.832
```



3.
The following is a DFT calculation (wB97M-V/def2-TZVPD) of a 3-piece molecular cluster, C2H2O2 overall.

The energy above the lowest of the compared OMol25 structures with the same formula, charge and spin comes out at 956.3 kJ/mol. The value obtained for the HOMO energy (alpha / beta) is -0.3138 / -0.3152 Ha. The LUMO energy (alpha / beta) comes out at -0.1012 / -0.1021 Eh. For the orbital gap (alpha / beta), the calculation gives 5.786 / 5.797 eV.

```
6
C2H2O2 (wB97M-V/def2-TZVPD)
C 2.054 -0.102 0.415
C 0.496 1.353 0.005
O -1.454 -0.432 0.370
O -0.635 1.173 0.054
H 1.334 -0.879 0.599
H -2.311 -0.149 0.180
```



4.
The following is a DFT calculation (wB97M-V/def2-TZVPD) of a 2-piece molecular cluster, C2H2O2 overall.

The energy above the lowest of the compared OMol25 structures with the same formula, charge and spin comes out at 215.0 kJ/mol. The value obtained for the HOMO energy is -0.3196 Ha. The LUMO energy comes out at 0.0016 Eh. For the orbital gap, the calculation gives 8.741 eV.

```
6
C2H2O2 (wB97M-V/def2-TZVPD)
C 0.999 -0.036 0.258
C -1.073 0.191 -0.259
O 2.124 0.471 0.141
O -1.817 -0.187 0.527
H 1.026 -1.112 0.621
H -1.259 0.673 -1.288
```